C48H113HgO3Pd as an isolated structure in a non-equilibrium geometry. Source: OMol25; level of theory: ωB97M-V/def2-TZVPD.

The geometry in XYZ format:
```
166
Properties=species:S:1:pos:R:3:forces:R:3:lowdin_charge:R:1
H -4.8518 5.0533 1.9463 -0.34 -1.22 1.61 0.101
H -1.4303 -1.8410 0.5013 0.61 -0.79 1.21 0.055
C 3.2728 -3.4905 -1.5400 0.47 -1.57 -1.04 -0.388
H 0.1620 -0.6432 -3.8940 0.40 -0.44 -0.32 0.109
H 0.5988 3.1071 -0.5916 0.02 -1.00 0.12 0.057
H -0.9275 -0.0275 3.9439 0.16 0.01 0.49 0.059
H -1.9851 1.6495 2.7466 0.18 -0.27 -0.30 0.078
H 1.4674 -1.1502 -2.8365 -0.33 -0.09 -1.08 0.073
C 3.6012 0.3973 -2.8613 1.69 0.75 -0.62 -0.113
H -2.8334 -2.6988 -0.5535 -0.67 -0.83 -0.12 0.093
C 0.4025 4.1567 -0.5471 0.82 -0.12 1.46 -0.282
H -1.1690 4.0000 -1.8454 -0.77 0.32 -0.07 0.070
H 6.3892 4.7546 1.0575 0.41 0.40 1.38 0.092
H 2.1501 -0.6359 3.1024 1.03 0.51 1.15 0.110
O 2.7406 -2.8868 -0.4275 -0.85 0.44 2.37 -0.592
H -6.4555 -0.1146 0.4689 0.03 -0.46 -0.53 0.054
H 1.9761 4.3220 1.0193 -1.30 0.07 -0.18 0.113
H -1.0499 -3.2571 -4.5371 -1.04 0.01 -0.85 0.050
C -2.7108 -4.2379 0.9498 -1.09 0.60 -0.47 -0.239
H -5.8098 3.7815 2.8944 -0.09 0.20 0.13 0.065
H -4.9462 -2.4041 -2.7629 0.54 -0.57 0.22 0.090
H -2.2539 1.2029 -1.8859 -0.87 0.35 0.33 0.085
C -4.1527 3.0852 1.6610 1.82 0.66 -0.09 -0.289
O 0.6299 0.4886 -0.5441 -0.33 -0.62 1.01 -0.191
H 1.0050 4.0520 3.8818 0.27 0.23 -0.41 0.104
H 1.8961 -3.1928 -4.0489 0.18 -0.01 0.15 0.072
H -0.8008 1.7969 0.2581 0.19 -1.34 -1.26 0.136
H -6.8076 -2.4569 -0.5212 -0.98 0.11 -0.24 0.106
C -0.7301 0.8070 -0.3423 -0.55 0.76 0.83 -0.295
H -5.0699 1.5886 2.6405 -0.27 -1.10 0.29 0.101
C 0.9245 4.7136 0.8102 1.09 -0.67 -1.11 -0.192
H 4.5946 5.8733 -4.6211 -0.06 -0.43 -0.33 0.063
H 3.5248 -5.3546 -2.4270 0.23 -0.25 -0.82 0.074
H 3.3621 -0.7356 1.2516 -0.07 0.40 -1.23 0.059
H -3.6221 -6.3336 -2.8454 -0.04 0.77 0.50 0.088
C 5.0420 5.1877 -0.4610 0.70 0.25 -0.33 -0.250
H -1.1325 5.0994 4.6529 -0.06 -0.09 -0.56 0.074
H -0.6067 1.5079 -2.2976 0.44 0.44 -0.83 0.065
H 4.5588 0.5335 1.5918 0.38 -0.41 -0.83 0.073
C -0.9311 -2.4527 1.3163 -0.47 -1.64 -1.33 -0.068
H -0.6679 -2.7867 -2.9095 -0.09 0.66 0.09 0.043
H 3.0632 -5.6684 -0.8808 -0.58 0.78 -0.03 0.066
H 1.7435 0.0645 -5.6471 -0.54 -0.18 -0.57 0.109
H -7.3577 -2.9659 -2.9754 -0.17 -0.50 0.03 0.102
H 6.5966 3.7679 -0.3056 -0.78 0.28 0.64 0.130
C -0.2978 -3.2826 -3.8023 1.61 -0.61 1.45 -0.094
C -7.1114 -1.0335 -2.1099 0.06 0.05 -0.39 -0.212
H -4.2150 4.3867 3.5162 -0.21 -0.33 -0.24 0.060
C 3.6202 5.4725 -2.6968 2.45 0.84 3.45 -0.212
C -4.8090 4.1148 2.6329 0.83 1.16 -2.41 -0.096
C 2.8232 -4.9617 -1.7120 0.88 -0.15 -0.34 -0.083
H -4.3476 -3.6979 -0.3425 0.65 0.13 -0.37 0.105
C 5.3833 -1.4282 0.7816 2.17 0.63 -0.22 -0.110
H 2.6812 -7.7112 3.6708 -0.54 0.16 -0.21 0.096
H -3.1390 2.3478 3.8529 0.46 -1.24 0.07 0.122
H -1.7818 4.0826 -0.1333 0.40 -0.16 -0.30 0.051
H 3.1005 1.6641 2.4889 0.34 -0.10 -0.26 0.065
H -4.0442 0.9684 1.2858 -0.06 -0.08 0.44 0.100
H 1.4540 5.6203 3.1347 0.67 0.01 -0.29 0.103
C -0.3515 5.6736 4.1446 0.04 1.12 0.31 -0.119
C -1.2583 -4.0245 1.1352 0.74 2.52 1.36 -0.233
H -0.7151 -4.3715 0.3059 0.84 -0.77 -1.14 0.065
C 3.1002 -0.2562 3.6475 -0.63 0.20 -1.31 -0.197
H -4.1994 -3.5692 -4.9224 -0.50 -0.06 0.08 0.068
H -0.2331 -4.3249 -3.3899 0.39 0.61 -0.94 0.070
C -3.8120 -5.7782 -1.8928 0.87 -0.44 -0.73 -0.105
H -0.4562 3.4959 2.0985 0.32 0.73 -0.36 0.111
H 2.5228 -7.9094 2.0128 0.23 -0.44 -1.32 0.055
H 3.0102 6.1759 -2.0849 0.07 -0.37 -0.86 0.113
H -1.7192 -5.0592 -1.4813 -1.35 0.51 -0.10 0.109
H 3.2247 1.5934 -4.6370 0.19 0.06 -0.27 0.105
H 5.2156 1.8448 4.0063 0.91 -0.45 -0.56 0.044
H -3.0729 3.3540 1.4769 -0.81 0.25 0.24 0.079
C 1.6193 -6.1146 2.7627 0.20 -0.08 1.19 -0.414
H 2.9272 -2.9351 -2.4013 0.17 0.18 -0.34 0.077
C 4.3214 4.5383 -1.6092 -0.29 -0.81 -0.46 -0.229
H -6.1712 -0.4903 -1.9077 -0.14 -0.21 -0.19 0.104
H -0.8097 5.2432 1.8787 -0.73 -0.08 -0.26 0.093
C 5.0687 3.0097 0.9774 0.22 -0.13 0.76 -0.121
H 3.9650 -2.0614 2.9262 0.49 -0.51 0.50 0.071
H -1.1431 5.5575 -0.8750 -0.26 -0.81 -0.36 0.100
C 1.1462 -1.1567 -3.9393 -0.03 0.54 1.41 -0.225
C 1.0230 -2.6250 -4.3494 -1.25 -0.65 -1.31 -0.228
H 0.9942 -2.7657 -5.4800 0.09 0.50 1.27 0.134
H 0.1679 6.1831 4.9339 0.38 0.15 0.73 0.058
H 1.1311 5.7661 0.5712 -0.35 0.16 0.72 0.114
H -8.0882 0.2303 0.0079 -0.26 -0.03 0.67 0.074
H 4.2125 1.6456 5.4223 -0.13 -0.12 -0.39 0.079
H -3.2661 -3.8304 1.8065 0.05 0.27 -0.28 0.124
H 1.0237 4.5288 -1.3454 0.25 0.48 -0.34 0.087
Hg 2.8002 -4.0584 1.2237 0.05 -0.07 0.12 1.367
C -2.7811 -4.6629 -1.6148 -0.16 -0.32 0.90 -0.237
C 2.1388 -0.2879 -4.7121 0.40 -0.04 -0.11 -0.220
C -7.4391 -0.5920 0.3250 0.01 0.17 0.47 -0.132
C 4.2540 -1.0177 2.9563 0.63 1.73 0.59 -0.243
H 3.0214 -0.8814 -4.9496 -0.01 -0.30 -0.27 0.109
H 4.3782 -3.4203 -1.4793 -0.45 -0.15 -0.17 0.125
H 2.0886 1.6289 3.8708 0.89 -0.02 0.10 0.100
C -0.0186 4.5239 2.0050 0.80 -0.40 -0.73 -0.232
H -8.5874 -1.9969 -0.7986 0.15 -0.43 -0.06 0.109
C 4.2285 1.9752 4.3718 -1.64 1.26 0.37 -0.099
H -7.8259 -0.2526 -2.3934 -0.01 -0.10 0.04 0.108
H -5.7278 -4.2243 -4.1590 0.40 -0.69 -0.53 0.064
H 4.4379 5.8165 0.1841 -0.58 0.15 -0.10 0.114
C -5.4792 -2.2714 -3.6982 -0.46 -0.95 1.14 -0.301
H 5.6920 2.3520 1.6080 0.37 0.22 -0.66 0.072
H 4.6306 2.3981 0.1746 -0.26 0.19 0.53 0.070
H 4.2464 1.1938 -2.4315 -0.43 -0.39 -0.16 0.071
H -0.7540 6.5316 3.5615 -0.23 -0.75 0.23 0.089
H 3.0294 -0.0152 -2.0487 -0.16 -0.38 0.40 0.014
H 1.0662 -5.8204 1.9341 -1.56 -0.30 -1.71 0.028
H 1.0117 -5.8080 3.6138 0.05 -0.04 0.35 0.112
H -7.6588 -1.0074 1.3280 -0.46 0.40 -0.54 0.077
C 5.7979 4.1887 0.3899 1.76 -1.17 -2.14 -0.270
C 4.6540 6.1706 -3.5865 0.56 0.19 0.15 -0.102
H 6.4193 -1.2420 1.1643 -0.67 0.12 -0.05 0.096
C -7.5539 -1.6570 -0.7653 1.88 0.40 -0.11 -0.263
H 5.2627 -2.4791 1.0823 -0.35 0.08 -0.66 0.053
H -2.8201 -4.0821 -2.5224 0.41 0.49 -0.27 0.063
H 4.3855 3.3568 1.7439 -0.95 0.06 -0.29 0.058
C -3.2387 -3.7378 -0.4065 0.56 -0.08 -0.23 -0.179
H -7.4374 -1.7613 -4.2052 -0.45 0.39 0.04 0.109
H -3.8674 -6.5792 -1.1757 0.02 -0.06 0.76 0.060
H 5.5295 -1.2356 -0.3073 -0.69 -0.49 0.64 0.083
H 5.6888 6.0233 -3.2626 -0.10 -0.45 0.07 0.070
C -5.2623 -3.3924 -4.6913 -0.84 -0.15 0.16 -0.097
H 0.1442 -2.2159 1.3714 0.16 -0.16 -0.21 0.011
C -1.0356 4.4441 -0.8592 -0.09 1.10 0.02 -0.105
O 2.7933 -5.3039 2.7238 0.78 0.18 0.28 -0.453
C -6.9156 -2.0303 -3.2920 -0.38 -0.01 0.29 -0.211
H -3.9379 0.0935 4.5457 0.47 -0.29 0.06 0.116
H -2.8832 -5.2798 1.0226 -0.34 -1.33 -0.06 0.101
H -1.3058 0.0463 0.2040 0.55 0.14 0.19 0.080
H 1.8787 1.5094 -3.4832 0.47 -0.27 -0.55 0.113
H -5.1093 -1.3905 -4.0593 1.05 2.60 -1.15 0.073
H 4.6139 7.2433 -3.6382 -0.60 0.63 0.27 0.061
H -1.5892 1.0437 5.2721 -0.18 -0.75 -0.98 0.095
C -1.2563 0.8489 -1.7714 0.26 0.39 0.49 -0.042
H -4.5844 3.2003 0.6575 -0.34 -0.28 0.36 0.102
Pd 1.4389 -1.3052 -0.2982 -0.02 1.18 -0.66 0.844
H -1.6891 -0.6899 5.4982 0.31 0.53 -1.17 0.091
H 3.0779 4.8006 -3.2397 -2.03 -1.31 -1.60 0.050
C 2.6975 0.9222 -3.9761 -1.02 -0.23 1.68 -0.247
H 3.6365 3.8599 -1.0631 -0.49 0.21 -0.95 0.083
C 3.1067 1.3224 3.5173 -0.52 -1.03 1.41 -0.243
C -1.7355 0.0952 4.6756 0.95 -1.16 2.89 -0.163
H 5.2145 -0.7859 3.4742 -0.59 -0.81 0.01 0.134
H -1.2829 -2.2243 2.2901 -0.61 0.82 0.80 0.051
C -3.0175 0.0554 3.9422 -0.85 2.75 -1.30 -0.254
H -1.2126 -0.1410 -2.1775 0.13 -0.57 -0.34 0.056
H 5.8179 5.8135 -0.8830 0.20 0.59 0.03 0.105
H -4.7701 -5.2932 -1.9562 -0.58 -0.02 -0.14 0.053
H 4.2982 -0.3643 -3.3009 -0.56 0.44 0.61 0.095
C -2.9612 1.4541 3.1859 -2.31 0.09 -0.13 -0.215
C 4.4153 -0.5491 1.5165 -1.35 -0.45 1.13 -0.291
H 5.0477 3.8366 -2.1279 -0.64 0.78 0.38 0.127
H -0.9862 -4.5835 2.0350 0.49 0.25 -0.08 0.104
C 0.6569 4.9160 3.2926 -1.11 -0.27 1.26 -0.270
C 1.9512 -7.5850 2.8394 1.16 0.53 1.69 -0.067
H 4.0879 3.0874 4.4171 0.00 -0.85 -0.10 0.082
H 3.1066 -0.5442 4.7094 -0.46 0.14 -0.33 0.111
H 1.1316 -8.2477 3.0702 -0.45 0.01 -0.23 0.078
H 1.8278 -5.1300 -2.1547 0.22 0.29 0.62 0.076
C -4.1020 1.6412 2.1577 0.17 0.73 -0.36 -0.241
H -3.1191 -0.7664 3.2108 0.19 0.29 0.32 0.096
H -5.8535 -3.2463 -5.6289 0.60 0.02 0.65 0.091
```
Positions in Å, forces in eV/Å.

Its LUMO energy (spin up / spin down) is -2.862 / -5.653 eV. As for the highest occupied orbital energy (spin up / spin down): -12.329 / -12.329 eV. Its total energy is -2403.1470 Ha. Its net charge is +1. As for the multiplicity: 3. The expectation value of S² is 2.0084.